{"formula": "C20H31Cl9N3O", "method": "the ωB97M-V functional and the def2-TZVPD basis", "symbols": ["C", "Cl", "Cl", "Cl", "H", "C", "Cl", "Cl", "Cl", "H", "C", "Cl", "Cl", "Cl", "H", "C", "C", "C", "C", "C", "C", "N", "O", "C", "C", "C", "H", "H", "H", "H", "H", "H", "H", "H", "H", "H", "H", "H", "H", "H", "H", "H", "H", "H", "N", "C", "C", "C", "C", "H", "H", "H", "H", "H", "N", "C", "C", "C", "C", "H", "H", "H", "H", "H"], "coordinates": [[2.2016, 6.9802, 1.9437], [1.7332, 6.5278, 0.2458], [3.0820, 5.5266, 2.5880], [0.7313, 7.4984, 2.8354], [2.9726, 7.7504, 1.9200], [1.2305, 2.9656, -0.2980], [2.8344, 2.2364, -0.3570], [0.6604, 3.0403, 1.3678], [0.0794, 2.0458, -1.3389], [1.2596, 3.9804, -0.6947], [4.2852, -0.0462, 2.3976], [3.9212, -1.6390, 3.1266], [5.9069, -0.0810, 1.6690], [4.3091, 1.1589, 3.6093], [3.5693, 0.1643, 1.6030], [-3.2618, -0.6760, 1.2536], [-2.6099, -1.6859, 0.2737], [-1.2413, -2.2339, 0.8686], [-1.5000, -3.2784, 2.0130], [-2.3673, -4.4537, 1.4734], [-3.6823, -4.0580, 0.8106], [-3.4533, -2.8484, -0.0589], [-4.6518, -2.5582, -0.8315], [-4.1393, -5.3026, 0.0547], [-4.7640, -3.8768, 1.9648], [-2.1634, -0.8872, -0.9337], [-4.0273, -0.0892, 0.7460], [-2.4416, -0.0578, 1.6185], [-3.6978, -1.1322, 2.1423], [-0.5641, -2.6305, 0.1121], [-0.7568, -1.4121, 1.3958], [-1.9747, -2.8479, 2.8947], [-0.5237, -3.7087, 2.2362], [-2.4721, -4.9647, 2.4305], [-1.7733, -5.1540, 0.8863], [-4.0978, -6.2086, 0.6593], [-5.0922, -5.0727, -0.4219], [-3.5840, -5.5893, -0.8384], [-4.3898, -3.0697, 2.5947], [-5.7139, -3.6811, 1.4674], [-4.9012, -4.8087, 2.5132], [-1.7196, -1.4829, -1.7314], [-1.3922, -0.1799, -0.6289], [-2.9367, -0.2682, -1.3887], [2.8276, -1.0807, -1.3620], [1.7977, -1.9337, -1.4715], [2.2628, -3.1136, -0.7869], [3.5819, -2.9182, -0.3704], [3.9115, -1.5944, -0.7356], [2.7815, -0.0978, -1.5896], [0.8686, -1.7465, -1.9892], [1.6949, -4.0200, -0.6378], [4.1779, -3.6508, 0.1535], [4.7906, -0.9678, -0.7038], [1.7019, 6.8675, -3.6884], [2.7355, 6.3035, -2.9219], [2.6342, 4.8958, -3.0257], [1.5070, 4.6694, -3.8226], [0.8778, 5.8611, -4.1858], [1.3696, 7.8210, -3.7094], [3.3839, 6.9189, -2.3157], [3.1386, 4.1478, -2.4319], [1.1499, 3.6597, -3.9624], [-0.0771, 6.0873, -4.6367]], "mulliken_charge": [-0.068, -0.062, -0.088, -0.109, 0.343, 0.530, -0.176, -0.111, -0.161, -0.160, 0.463, -0.134, -0.164, -0.124, -0.049, -1.512, 1.228, -0.764, -0.951, -1.235, 1.496, 0.479, -0.510, -1.816, -1.552, -1.319, 0.405, 0.344, 0.272, 0.085, 0.516, 0.330, 0.410, 0.359, 0.443, 0.390, 0.407, 0.446, 0.345, 0.345, 0.413, 0.344, 0.109, 0.436, 0.077, -0.549, -0.218, -0.742, -0.600, 0.176, 0.465, 0.464, 0.438, 0.574, -0.016, -0.806, -0.314, -0.270, -0.668, 0.253, 0.503, 0.537, 0.443, 0.379], "largest_force_ev_per_a": 5.83, "e_tot_ha": -5161.7452, "homo_ev": [-8.1, -8.1], "lumo_ev": [0.21, -0.02], "multiplicity": 2, "total_charge": 0, "de_lowest_ev": 0.644}



{"formula": "C20H31ClF4I2N2O9", "method": "the ωB97M-V functional and the def2-TZVPD basis", "symbols": ["C", "C", "C", "F", "C", "C", "O", "C", "I", "I", "C", "C", "O", "Cl", "C", "N", "N", "C", "C", "O", "C", "F", "F", "F", "H", "H", "H", "H", "H", "H", "H", "H", "H", "H", "H", "H", "H", "H", "H", "H", "H", "H", "H", "C", "C", "C", "O", "C", "O", "O", "H", "H", "H", "H", "H", "H", "C", "C", "C", "O", "C", "O", "O", "H", "H", "H", "H", "H", "H"], "coordinates": [[3.3755, 2.2742, 2.9122], [2.2109, 1.3290, 3.2504], [1.7151, 0.6440, 1.9693], [2.7120, 0.6247, 1.0091], [1.1660, -0.8187, 2.1124], [0.9316, -1.2643, 3.5396], [1.9206, -1.6950, 1.2825], [2.9508, -2.4619, 1.6893], [4.4754, -1.5376, 2.9264], [2.3141, -4.3502, 2.6353], [3.6045, -2.8804, 0.3463], [4.9908, -3.4630, 0.4412], [5.2941, -4.5408, 0.8936], [6.2979, -2.4327, -0.2715], [-0.2283, -0.8111, 1.3977], [0.0338, -0.3662, 0.0224], [-0.7218, -2.1906, 1.2750], [-1.2310, 0.1738, 2.0417], [-2.4100, -0.4341, 2.8049], [-2.9215, 0.5523, 3.7026], [-3.5976, -0.8312, 1.9087], [-3.4147, -0.5221, 0.6141], [-4.7469, -0.2708, 2.3018], [-3.7879, -2.1715, 1.9877], [3.1818, 2.8714, 2.0307], [4.2502, 1.6729, 2.6967], [3.6178, 2.8708, 3.7841], [1.3990, 1.9531, 3.6103], [2.5900, 0.6512, 4.0021], [0.9635, 1.2937, 1.5426], [0.2343, -0.6158, 4.0569], [0.5059, -2.2583, 3.5808], [1.8192, -1.3005, 4.1596], [2.9304, -3.5204, -0.2084], [3.6792, -1.9487, -0.2062], [0.2517, -1.1998, -0.5044], [-0.8254, -0.0317, -0.3940], [-0.9184, -2.6156, 2.1741], [-1.5941, -2.1923, 0.7650], [-1.6469, 0.8209, 1.2788], [-0.7466, 0.8506, 2.7380], [-2.1240, -1.2865, 3.4129], [-2.2118, 0.7512, 4.3154], [2.9336, 3.7239, -3.3680], [2.8910, 2.3258, -2.8039], [3.4004, 1.2498, -3.7340], [2.6598, 0.1023, -3.2984], [1.4929, 0.5531, -2.7738], [0.5681, -0.1359, -2.5019], [1.5342, 1.8934, -2.5945], [3.9633, 4.0597, -3.4879], [2.4333, 3.7658, -4.3364], [2.4131, 4.4169, -2.7079], [3.4052, 2.2888, -1.8395], [4.4693, 1.0725, -3.6452], [3.1519, 1.4435, -4.7804], [-5.4972, 0.6315, -1.7128], [-5.9692, 0.3623, -3.1191], [-5.2239, -0.7369, -3.8390], [-5.3522, -0.3395, -5.2102], [-5.4771, 1.0129, -5.2294], [-5.3946, 1.6830, -6.2022], [-5.7060, 1.4862, -3.9780], [-5.7324, -0.2063, -1.0571], [-4.4201, 0.8020, -1.6927], [-5.9701, 1.5297, -1.3168], [-7.0475, 0.1794, -3.1290], [-5.6538, -1.7234, -3.6839], [-4.1612, -0.7622, -3.5855]], "mulliken_charge": [-1.492, -0.250, -0.202, -0.438, 1.328, -2.262, 0.161, -0.609, 0.170, 0.106, -0.377, 0.403, -0.427, -0.185, -0.191, -0.283, -0.540, -1.222, -0.296, -0.595, 0.663, -0.188, -0.291, -0.319, 0.344, 0.271, 0.443, 0.293, 0.229, 0.641, 0.383, 0.473, 0.477, 0.517, 0.285, 0.352, 0.365, 0.334, 0.215, 0.469, 0.437, 0.407, 0.414, -1.524, 0.634, -0.499, -0.337, 0.704, -0.569, -0.343, 0.390, 0.356, 0.369, 0.189, 0.322, 0.304, -1.433, 0.561, -0.412, -0.338, 0.611, -0.522, -0.373, 0.391, 0.277, 0.392, 0.262, 0.329, 0.247], "largest_force_ev_per_a": 2.65, "e_tot_ha": -3022.4247, "homo_ev": -9.3, "lumo_ev": -0.48, "total_charge": 0}



Number 2 is which compound?
C20H31ClF4I2N2O9